Entry 1:
This record from the OMol25 dataset describes a 9-piece molecular cluster, C45H105N3O9 overall in a non-equilibrium geometry. The level of theory is ωB97M-V/def2-TZVPD.

Positions of all 162 atoms, in Å:
C 0.483506 -4.272076 -3.078818
C 0.240807 -5.759126 -2.838523
C -1.269685 -5.990713 -3.005677
C 0.922473 -6.637117 -3.874165
C 2.400921 -6.865586 -3.624330
C 2.644901 -7.348823 -2.201450
C 2.015260 -6.398490 -1.160648
C 2.067708 -7.135695 0.167477
C 2.845745 -5.117576 -1.102728
N 0.595299 -6.238091 -1.502724
O -0.043283 -5.423969 -0.531997
H 1.488923 -4.077271 -3.493117
H -0.050847 -3.877416 -3.948042
H 0.435098 -3.641791 -2.195259
H -1.840435 -5.282992 -2.393581
H -1.618919 -5.701061 -4.001330
H -1.543829 -7.014097 -2.756961
H 0.445058 -7.620817 -3.942962
H 0.771362 -6.224251 -4.876284
H 2.788626 -7.601934 -4.339171
H 2.998457 -5.994796 -3.920261
H 3.714547 -7.444543 -2.021758
H 2.132182 -8.309331 -2.101562
H 1.546280 -6.589573 0.956865
H 3.077973 -7.390768 0.489964
H 1.546822 -8.098405 0.128257
H 2.363018 -4.403005 -0.430232
H 3.019567 -4.639309 -2.061987
H 3.817736 -5.352676 -0.664000
H -0.533073 -6.036761 0.024354
C -5.340750 3.788666 -4.499952
C -4.303760 4.445918 -3.565679
C -3.897652 5.803490 -4.149136
C -4.988759 4.575105 -2.210115
C -4.045501 4.880675 -1.046262
C -2.823199 3.976394 -1.052858
C -2.156646 3.778618 -2.431770
C -1.223407 4.978580 -2.682308
C -1.251982 2.559969 -2.287914
N -3.169716 3.526461 -3.432203
O -2.559195 3.319085 -4.696077
H -5.123439 4.074122 -5.529296
H -5.277533 2.699667 -4.424742
H -6.364362 4.047847 -4.235258
H -4.708608 6.270651 -4.711698
H -3.607526 6.478537 -3.342549
H -3.062664 5.734000 -4.843975
H -5.668569 5.427282 -2.291101
H -5.529333 3.675655 -1.911828
H -3.684167 5.919792 -1.052857
H -4.544770 4.849266 -0.074418
H -3.091394 2.966610 -0.713014
H -2.037184 4.318943 -0.377146
H -1.740817 5.925000 -2.487707
H -0.808272 5.017160 -3.686986
H -0.438693 5.051402 -1.923206
H -0.540209 2.450366 -3.108872
H -1.844320 1.637541 -2.245883
H -0.679530 2.561872 -1.358148
H -2.918344 2.479606 -5.011553
C 2.000070 6.355485 2.396134
C 1.566436 4.897760 2.112827
C 0.389086 4.951503 1.149361
C 2.680838 4.189688 1.338499
C 3.951590 3.949642 2.148704
C 3.485846 3.120614 3.344847
C 2.344320 3.675561 4.211718
C 1.935346 2.560516 5.159766
C 2.902801 4.828064 5.080245
N 1.288229 4.099314 3.272920
O 0.184274 4.594387 4.018031
H 1.128788 7.020491 2.393553
H 2.586964 6.513086 3.292595
H 2.566889 6.743449 1.545150
H -0.528970 5.330424 1.606097
H 0.587961 5.642777 0.327218
H 0.203163 3.969917 0.707798
H 2.366282 3.204911 0.977969
H 2.885492 4.740896 0.414650
H 4.645778 3.342605 1.569196
H 4.470603 4.851175 2.482038
H 4.283938 2.909150 4.068380
H 3.219246 2.137795 2.937243
H 2.759819 2.157218 5.746008
H 1.464619 1.768789 4.569823
H 1.183932 2.808702 5.914135
H 3.656990 5.406310 4.542599
H 3.436422 4.431676 5.944636
H 2.123670 5.504255 5.430510
H 0.427838 5.506918 4.236867
C -4.016235 -0.972263 -2.931653
C -2.745739 -0.984693 -3.788673
C -2.690824 -2.100446 -4.798686
O -2.623784 0.267773 -4.487168
H -3.930454 -0.328796 -2.060235
H -4.217078 -1.985473 -2.574043
H -4.812971 -0.715437 -3.632598
H -1.885134 -1.016839 -3.109721
H -3.144721 -1.778078 -5.736494
H -3.097767 -3.049613 -4.452259
H -1.652488 -2.339902 -5.049878
H -2.226774 0.861388 -3.843570
C -2.421040 2.473803 5.179024
C -2.382463 1.534451 3.996409
C -1.069863 1.286383 3.292879
O -2.910066 0.242845 4.395232
H -2.053207 2.040665 6.106351
H -3.448947 2.835202 5.254491
H -1.833124 3.384271 5.027198
H -3.043678 1.858037 3.180491
H -0.382599 0.863798 4.036177
H -0.578599 2.174682 2.894539
H -1.179686 0.553760 2.496241
H -3.841028 0.156576 4.177208
C 2.200903 -2.581755 3.411507
C 2.039800 -2.047707 4.857444
C 2.137145 -3.183374 5.825563
O 3.020133 -1.050616 5.095333
H 1.374762 -3.264425 3.189235
H 3.078077 -3.250855 3.374002
H 2.414919 -1.852392 2.636176
H 1.017424 -1.648663 4.779697
H 1.737576 -2.964053 6.818119
H 3.196457 -3.436820 5.932257
H 1.612403 -4.081181 5.501540
H 2.780084 -0.269749 4.588917
C -2.644145 -3.822788 3.746097
C -1.935506 -2.923423 2.749176
C -2.937739 -2.327556 1.748294
O -1.271463 -1.915368 3.509815
H -1.990184 -4.140035 4.558314
H -3.074428 -4.745059 3.340225
H -3.480107 -3.275114 4.192101
H -1.149924 -3.405848 2.162944
H -2.410625 -1.898480 0.897353
H -3.491120 -1.549747 2.282650
H -3.656029 -3.079484 1.425091
H -1.915979 -1.231496 3.768477
C 3.785694 -1.188402 -2.336344
C 4.590753 -1.295641 -3.618931
C 4.332778 -0.076293 -4.488261
O 5.983853 -1.402941 -3.309292
H 2.712572 -1.127528 -2.565737
H 3.998793 -0.289048 -1.756748
H 3.786288 -2.088288 -1.719174
H 4.364192 -2.228843 -4.133287
H 4.819264 0.814258 -4.082345
H 3.269775 0.187164 -4.492858
H 4.621502 -0.182872 -5.533886
H 6.210362 -0.843525 -2.561448
C 1.080689 0.459252 0.928070
C 0.631552 -0.941413 0.571117
C -0.275529 -0.983223 -0.645661
O 1.814188 -1.713374 0.325369
H 1.940694 0.783741 0.331870
H 1.365095 0.620865 1.968174
H 0.280669 1.161764 0.677814
H 0.069808 -1.321727 1.433974
H 0.175710 -0.682700 -1.589085
H -1.117336 -0.303273 -0.458604
H -0.701586 -1.989892 -0.663729
H 1.565938 -2.627445 0.503098

Cartesian forces (eV/Å) of the 3 atoms listed first:
1.8 0.6 -1.1
-1.3 0.1 -0.3
-0.5 0.8 0.2

Values from the calculation:
structure (SMILES): CC1(C)CCCC(C)(C)N1O.CC1(C)CCCC(C)(C)N1O.CC1(C)CCCC(C)(C)N1O.CC(C)O.CC(C)O.CC(C)O.CC(C)O.CC(C)O.CC(C)O
orbital gap: 8.930 eV
HOMO level: -8.57 eV
total charge: 0
LUMO energy: 0.013 Eh
energy relative to the best compared isomer or geometry (same formula, charge and spin): 0.000 eV


Entry 2:
This record from the OMol25 dataset describes an isolated ion of composition C9H16N5 and charge +1 in a non-equilibrium geometry. The level of theory is ωB97M-V/def2-TZVPD.

Positions of all 30 atoms, in Å:
C -1.996040 1.960276 -1.929787
C -0.976605 1.521945 -0.904973
C -0.240807 0.207798 -1.480320
N 0.758322 -0.153283 -0.418644
C 1.827337 -1.038633 -0.871453
C 0.139012 -0.750241 0.893480
C -0.823841 -1.706237 0.831821
C -1.106437 -2.503361 2.023833
N -0.931408 -2.075701 3.201161
C -0.210620 -1.168478 3.790600
N 1.011875 -1.292641 4.345860
C 1.935609 -0.632304 3.763947
N 1.769474 -0.068951 2.516227
N 0.459711 -0.124760 2.038416
H -1.567368 2.013618 -2.929100
H -2.964693 1.515833 -1.919097
H -2.258331 3.074882 -1.665405
H -1.308907 1.334512 0.204267
H -0.294856 2.304291 -0.850460
H -1.012929 -0.563379 -1.569131
H 0.222492 0.571795 -2.364509
H 1.168100 0.678404 -0.106271
H 2.501716 -1.292400 0.039634
H 1.471388 -1.971283 -1.173248
H 2.422467 -0.722278 -1.788454
H -1.261872 -1.986249 -0.085675
H -1.759317 -3.386014 1.951036
H -0.737724 -0.307046 4.405665
H 2.937577 -0.552043 4.222979
H 2.540448 0.649692 2.206328

Cartesian forces (eV/Å) of the 3 atoms listed first:
-0.6 3.5 1.1
-0.9 -3.1 0.8
-1.9 2.2 2.8

Values from the calculation:
structure (SMILES): CCC[N@H+](C)c1ccncnc[nH]n1
orbital gap (spin up / spin down): 8.370 / 8.369 eV
HOMO level (spin up / spin down): -11.83 / -11.83 eV
total charge: +1
LUMO energy (spin up / spin down): -0.127 / -0.127 Eh
energy relative to the best compared isomer or geometry (same formula, charge and spin): 3.587 eV


Entry 3:
This record from the OMol25 dataset describes an isolated ion of composition C4H8NS and charge +1 in a non-equilibrium geometry. The level of theory is ωB97M-V/def2-TZVPD.

Positions of all 14 atoms, in Å:
C -1.707734 -0.607874 0.209580
N -0.328156 -0.177061 -0.036820
C -0.015855 0.917857 -0.667437
C 1.420535 1.226873 -0.457157
S 2.408466 -0.313160 0.342400
C 0.772073 -1.144880 0.415277
H -2.007298 -1.651081 0.353238
H -2.308333 -0.257001 -0.615898
H -2.109323 0.008267 1.019527
H -0.745606 1.572579 -1.051500
H 2.031425 1.786417 -1.165671
H 1.229106 1.928368 0.368293
H 0.809355 -2.014324 -0.140310
H 0.551339 -1.274982 1.426478

Cartesian forces (eV/Å) of the 3 atoms listed first:
-1.6 1.4 -0.1
0.4 -1.2 -1.3
2.3 -3.2 1.9

Values from the calculation:
structure (SMILES): C[N+]1=CCSC1
orbital gap: 8.747 eV
HOMO level: -13.58 eV
total charge: +1
LUMO energy: -0.178 Eh
energy relative to the best compared isomer or geometry (same formula, charge and spin): 0.772 eV


Entry 4:
This record from the OMol25 dataset describes a 2-piece molecular cluster, CH6NPS overall in a non-equilibrium geometry. The level of theory is ωB97M-V/def2-TZVPD.

Positions of all 10 atoms, in Å:
C -0.764484 1.142673 -0.416995
N -1.223178 -1.523880 -0.447655
P -0.496260 -0.436237 0.411634
S 3.277578 -0.028443 -0.058840
H -0.449246 0.980998 -1.383004
H -1.706030 1.548124 -0.200652
H -0.229281 2.019136 -0.184535
H -1.439994 -2.417486 -0.037756
H -1.052330 -0.343871 1.632661
H 4.083224 -0.941013 0.685146

Cartesian forces (eV/Å) of the 3 atoms listed first:
0.3 -0.1 1.7
-0.4 -0.3 -0.9
1.5 0.4 -0.7

Values from the calculation:
orbital gap (spin up / spin down): 9.110 / 5.772 eV
HOMO level (spin up / spin down): -9.77 / -7.99 eV
total charge: 0
LUMO energy (spin up / spin down): -0.024 / -0.081 Eh
energy relative to the best compared isomer or geometry (same formula, charge and spin): 4.014 eV


no.,DFT total energy (eV)
1,-71261.9870
2,-17031.7020
3,-16594.6350
4,-22744.7646